Entry 1:
Entry from OMol25: a molecular structure, C39H27FN2O6S (ωB97M-V with the def2-TZVPD basis set).

CARTESIAN COORDINATES (ANGSTROEM)
C1 -3.487 -2.577 -0.915
C2 -3.988 -1.223 -1.473
O1 -2.841 -0.448 -1.842
C3 -4.991 -1.329 -2.653
C4 -6.315 -1.872 -2.085
C5 -7.207 -0.923 -1.422
C6 -8.389 -1.373 -0.900
C7 -8.765 -2.749 -0.982
N1 -9.877 -3.370 -0.561
S1 -9.741 -4.945 -0.920
N2 -8.260 -4.991 -1.645
C8 -7.880 -3.720 -1.613
C9 -6.647 -3.203 -2.160
C10 -5.710 -4.204 -2.875
C11 -6.131 -4.187 -4.366
O2 -6.780 -5.069 -4.834
F1 -5.776 -3.110 -5.128
H1 -2.759 -3.040 -1.607
H2 -4.286 -3.306 -0.703
H3 -2.967 -2.365 0.036
H4 -4.544 -0.736 -0.641
H5 -2.529 -0.067 -1.012
H6 -5.187 -0.305 -3.021
H7 -4.623 -1.908 -3.508
H8 -6.973 0.140 -1.314
H9 -9.051 -0.653 -0.414
H10 -4.660 -3.884 -2.843
H11 -5.780 -5.216 -2.460
C12 0.575 -6.481 -0.817
C13 1.910 -6.840 -0.979
C14 2.910 -5.898 -0.805
C15 2.580 -4.588 -0.478
C16 1.241 -4.221 -0.338
C17 0.241 -5.175 -0.498
C18 0.867 -2.814 -0.037
O3 -0.300 -2.499 0.088
C19 1.948 -1.803 0.099
C20 1.616 -0.472 0.324
C21 2.615 0.478 0.465
C22 3.952 0.100 0.391
C23 4.289 -1.224 0.161
C24 3.290 -2.178 0.005
C25 3.664 -3.589 -0.276
O4 4.830 -3.920 -0.345
H12 -0.205 -7.221 -0.945
H13 2.168 -7.859 -1.241
H14 3.947 -6.181 -0.927
H15 -0.798 -4.896 -0.376
H16 0.577 -0.175 0.385
H17 2.355 1.516 0.635
H18 4.731 0.843 0.508
H19 5.329 -1.514 0.099
C26 4.196 6.934 -1.183
C27 4.704 8.142 -0.715
C28 5.053 8.279 0.619
C29 4.887 7.212 1.494
C30 4.355 6.007 1.029
C31 4.022 5.869 -0.314
C32 4.124 4.871 1.960
O5 3.666 3.821 1.555
C33 4.458 5.048 3.397
C34 4.196 4.017 4.292
C35 4.515 4.166 5.632
C36 5.105 5.342 6.083
C37 5.363 6.375 5.197
C38 5.032 6.236 3.854
C39 5.282 7.366 2.919
O6 5.794 8.394 3.312
H20 3.932 6.826 -2.227
H21 4.828 8.977 -1.393
H22 5.453 9.217 0.980
H23 3.622 4.932 -0.680
H24 3.740 3.100 3.944
H25 4.305 3.363 6.328
H26 5.360 5.454 7.130
H27 5.818 7.291 5.550

Forces on atoms 1 to 3 (eV/Å):
0.1 0.1 0.1
-0.1 -0.8 0.2
-0.7 0.1 0.2

Total charge: 0
HOMO level, eV: -9.1

Charges computed using Mulliken, reported in e: number 1, C, carries -1.216; number 2, C, carries 0.381; number 3, O, carries -0.560; number 4, C, carries -1.169; number 5, C, carries 0.504; number 6, C, carries -0.787; number 7, C, carries -0.933; number 8, C, carries 0.483; number 9, N, carries -0.692; number 10, S, carries 0.153; number 11, N, carries -0.595; number 12, C, carries 0.999; number 13, C, carries 0.592; number 14, C, carries -0.694; number 15, C, carries 0.248; number 16, O, carries -0.484; number 17, F, carries -0.244; number 18, H, carries 0.243; number 19, H, carries 0.381; number 20, H, carries 0.403; number 21, H, carries 0.324; number 22, H, carries 0.366; number 23, H, carries 0.409; number 24, H, carries 0.387; number 25, H, carries 0.454; number 26, H, carries 0.381; number 27, H, carries 0.111; number 28, H, carries 0.555; number 29, C, carries -0.634; number 30, C, carries -0.427; number 31, C, carries -0.662; number 32, C, carries 0.354; number 33, C, carries 0.220; number 34, C, carries -0.400; number 35, C, carries 0.418; number 36, O, carries -0.636; number 37, C, carries 0.329; number 38, C, carries -0.586; number 39, C, carries -0.539; number 40, C, carries -0.587; number 41, C, carries -0.685; number 42, C, carries 0.202; number 43, C, carries 0.542; number 44, O, carries -0.669; number 45, H, carries 0.409; number 46, H, carries 0.399; number 47, H, carries 0.468; number 48, H, carries 0.511; number 49, H, carries 0.441; number 50, H, carries 0.597; number 51, H, carries 0.469; number 52, H, carries 0.462; number 53, C, carries -0.534; number 54, C, carries -0.469; number 55, C, carries -0.576; number 56, C, carries 0.312; number 57, C, carries 0.254; number 58, C, carries -0.562; number 59, C, carries 0.533; number 60, O, carries -0.631; number 61, C, carries 0.157; number 62, C, carries -0.522; number 63, C, carries -0.550; number 64, C, carries -0.458; number 65, C, carries -0.608; number 66, C, carries 0.284; number 67, C, carries 0.504; number 68, O, carries -0.670; number 69, H, carries 0.404; number 70, H, carries 0.394; number 71, H, carries 0.469; number 72, H, carries 0.491; number 73, H, carries 0.503; number 74, H, carries 0.406; number 75, H, carries 0.399; number 76, H, carries 0.473

***

Entry 2:
Entry from OMol25: a molecular structure, C39H28N5O8S2V (ωB97M-V with the def2-TZVPD basis set).

CARTESIAN COORDINATES (ANGSTROEM)
V1 -0.237 0.411 -1.077
O1 3.370 0.845 2.474
C1 2.562 1.475 1.602
O2 1.609 2.118 1.941
C2 3.073 1.371 0.198
C3 4.444 1.376 -0.021
C4 4.920 1.461 -1.322
C5 4.005 1.530 -2.354
C6 2.654 1.459 -2.035
N1 2.183 1.380 -0.798
C7 1.621 1.414 -3.131
O3 1.859 1.797 -4.250
O4 0.485 0.919 -2.731
H1 3.048 1.053 3.365
H2 5.118 1.347 0.822
H3 5.984 1.486 -1.518
H4 4.292 1.622 -3.392
C8 1.825 -3.213 -2.632
C9 1.480 -1.875 -2.397
N2 0.335 -1.527 -1.856
C10 -0.559 -2.480 -1.520
C11 -0.285 -3.851 -1.674
C12 0.950 -4.199 -2.260
C13 -1.242 -4.784 -1.213
C14 -2.387 -4.328 -0.624
C15 -2.669 -2.951 -0.492
C16 -1.782 -2.007 -0.965
N3 -1.869 -0.616 -0.977
C17 -3.043 0.129 -0.825
C18 -4.295 -0.222 -0.357
C19 -5.364 0.694 -0.391
C20 -5.229 1.952 -0.903
C21 -3.961 2.372 -1.359
C22 -3.694 3.643 -1.907
C23 -2.427 3.952 -2.328
C24 -1.410 3.003 -2.165
N4 -1.633 1.823 -1.628
C25 -2.883 1.474 -1.249
H5 2.778 -3.443 -3.084
H6 2.173 -1.080 -2.640
H7 1.193 -5.243 -2.409
H8 -1.053 -5.842 -1.330
H9 -3.116 -5.032 -0.249
H10 -3.580 -2.685 0.005
H11 -4.506 -1.191 0.049
H12 -6.320 0.369 -0.004
H13 -6.067 2.634 -0.951
H14 -4.500 4.358 -2.003
H15 -2.194 4.907 -2.773
H16 -0.395 3.211 -2.477
C26 0.898 -1.676 3.015
S1 0.848 -2.130 1.276
O5 1.318 -0.904 0.544
C27 2.211 -3.282 1.231
C28 1.918 -4.636 1.233
C29 2.959 -5.552 1.179
C30 4.269 -5.104 1.105
C31 4.548 -3.743 1.089
C32 3.517 -2.822 1.153
H17 1.907 -1.366 3.275
H18 0.591 -2.530 3.617
H19 0.189 -0.855 3.135
H20 0.887 -4.968 1.272
H21 2.746 -6.612 1.187
H22 5.079 -5.819 1.056
H23 5.573 -3.403 1.028
H24 3.711 -1.756 1.136
O6 -2.483 1.727 4.571
S2 -2.845 1.828 3.194
O7 -4.197 1.592 2.788
N5 -1.851 0.839 2.272
C33 -1.167 1.561 1.454
O8 -0.416 0.999 0.558
C34 -1.305 3.035 1.536
C35 -0.628 4.029 0.853
C36 -0.961 5.348 1.132
C37 -1.935 5.658 2.074
C38 -2.597 4.658 2.780
C39 -2.257 3.355 2.489
H25 0.162 3.779 0.158
H26 -0.445 6.151 0.621
H27 -2.169 6.695 2.275
H28 -3.337 4.894 3.531

Forces on atoms 1 to 3 (eV/Å):
0.3 -1.5 -0.4
0.0 -0.1 0.0
0.0 0.0 0.2

2S+1: 2
Total charge: +1
Relative energy (zero: lowest compared OMol25 entry of this formula, charge and spin), kJ/mol: 0.0
HOMO level (alpha / beta), eV: -10.6 / -10.7

Charges computed using Mulliken, reported in e: number 1, V, carries -1.008; number 2, O, carries -0.490; number 3, C, carries -0.226; number 4, O, carries -0.465; number 5, C, carries 0.574; number 6, C, carries -0.547; number 7, C, carries -0.694; number 8, C, carries -1.010; number 9, C, carries 0.270; number 10, N, carries 0.555; number 11, C, carries 0.414; number 12, O, carries -0.658; number 13, O, carries -0.717; number 14, H, carries 0.424; number 15, H, carries 0.584; number 16, H, carries 0.475; number 17, H, carries 0.585; number 18, C, carries -1.157; number 19, C, carries -0.160; number 20, N, carries 0.402; number 21, C, carries -0.226; number 22, C, carries 0.872; number 23, C, carries -0.500; number 24, C, carries -0.733; number 25, C, carries -1.289; number 26, C, carries -0.548; number 27, C, carries 0.659; number 28, N, carries 1.665; number 29, C, carries 0.268; number 30, C, carries -0.374; number 31, C, carries -1.398; number 32, C, carries -0.741; number 33, C, carries 0.903; number 34, C, carries -0.764; number 35, C, carries -1.071; number 36, C, carries -0.203; number 37, N, carries 0.592; number 38, C, carries 0.107; number 39, H, carries 0.500; number 40, H, carries 0.382; number 41, H, carries 0.500; number 42, H, carries 0.497; number 43, H, carries 0.424; number 44, H, carries 0.483; number 45, H, carries 0.330; number 46, H, carries 0.437; number 47, H, carries 0.470; number 48, H, carries 0.510; number 49, H, carries 0.480; number 50, H, carries 0.435; number 51, C, carries -1.104; number 52, S, carries 0.479; number 53, O, carries -0.732; number 54, C, carries 0.556; number 55, C, carries -0.603; number 56, C, carries -0.696; number 57, C, carries -0.539; number 58, C, carries -0.739; number 59, C, carries -0.147; number 60, H, carries 0.298; number 61, H, carries 0.448; number 62, H, carries 0.268; number 63, H, carries 0.438; number 64, H, carries 0.428; number 65, H, carries 0.412; number 66, H, carries 0.450; number 67, H, carries 0.245; number 68, O, carries -0.706; number 69, S, carries 1.228; number 70, O, carries -0.638; number 71, N, carries -0.421; number 72, C, carries 0.236; number 73, O, carries 1.952; number 74, C, carries 0.738; number 75, C, carries 0.074; number 76, C, carries -1.108; number 77, C, carries -0.674; number 78, C, carries -0.644; number 79, C, carries -0.329; number 80, H, carries 0.574; number 81, H, carries 0.464; number 82, H, carries 0.469; number 83, H, carries 0.505

***

The following strongest force on any atom values (in Eh/bohr) correspond, in order, to the records above: 0.042; 0.031.
The following E_tot values (in eV) correspond, in order, to the records above: -69700.1612; -112084.2471.